1.
{
  "formula": "C3H5BrO2",
  "method": "ωB97M-V/def2-TZVPD",
  "smiles": "C[C@@H]1OC1=O.Br",
  "orbital_gap_ev": 10.771,
  "fmax_ev_per_a": 5.3,
  "homo_ev": -10.0,
  "e_above_lowest_kcal_mol": 41.3,
  "symbols": ["C", "C", "C", "O", "O", "Br", "H", "H", "H", "H", "H"],
  "positions_angstrom": [[0.82024, 0.63142, -0.55283], [0.14576, 1.86798, -0.05606], [0.83856, -0.63639, 0.25838], [1.38633, 1.86795, 0.05735], [-0.81830, 2.50922, 0.14737], [-3.65406, 0.72402, 0.10463], [0.94954, 0.48697, -1.55649], [1.56400, -1.26540, -0.29526], [-0.10767, -1.00534, 0.25411], [1.21883, -0.22882, 1.29262], [-3.46115, 2.02292, -0.42451]],
  "forces_ev_per_angstrom": [[-2.50, 0.51, 2.42], [-2.46, -2.51, -1.54], [4.32, 2.95, 0.76], [4.45, 0.89, 0.60], [-0.79, 1.18, 0.46], [-0.12, -0.14, 0.00], [0.77, 0.35, -2.55], [-0.39, -0.23, 1.07], [-2.63, -1.42, 0.41], [-0.78, -1.63, -1.65], [0.12, 0.06, 0.02]],
  "lowdin_charge": [-0.152, -0.540, -0.017, 0.175, 0.112, 0.321, 0.108, 0.091, 0.037, 0.143, -0.279]
}

=====

2.
{
  "formula": "C3H5BrO3S",
  "method": "ωB97M-V/def2-TZVPD",
  "smiles": "CS(=O)(=O)CC(=O)Br",
  "orbital_gap_ev": 11.238,
  "fmax_ev_per_a": 3.6,
  "homo_ev": -10.8,
  "symbols": ["C", "C", "C", "O", "O", "O", "S", "Br", "H", "H", "H", "H", "H"],
  "positions_angstrom": [[-1.72457, 0.49822, -0.37621], [0.98268, -1.53342, -0.07397], [-0.53976, 0.80227, 0.79396], [-2.04965, -0.58372, -0.65082], [0.79836, 0.99023, -1.30864], [2.14075, 0.57153, 0.69274], [0.93801, 0.31169, -0.02023], [-2.37026, 2.05010, -1.21209], [0.05475, -1.91299, -0.43727], [1.82130, -1.66858, -0.74646], [1.18283, -1.87398, 0.91764], [-0.38188, 1.83235, 0.63454], [-0.85255, 0.51630, 1.78681]],
  "forces_ev_per_angstrom": [[2.43, 0.84, 2.49], [-0.34, 2.00, -0.79], [-2.17, -0.32, -2.52], [-0.71, -1.48, -0.43], [-0.19, -1.24, 0.95], [0.56, 0.80, 1.21], [0.72, -1.54, -1.57], [-0.35, 0.57, -0.25], [-0.50, -0.39, -0.46], [0.06, -0.42, -0.08], [0.26, -0.07, 0.61], [-0.06, 1.58, 0.72], [0.31, -0.34, 0.11]],
  "lowdin_charge": [-0.868, -0.092, -0.190, 0.050, -0.330, -0.312, 0.601, 0.819, 0.041, 0.070, 0.059, 0.043, 0.110]
}

=====

3.
{
  "formula": "C3H5BrOS",
  "method": "ωB97M-V/def2-TZVPD",
  "orbital_gap_ev": 7.534,
  "fmax_ev_per_a": 7.5,
  "homo_ev": -8.3,
  "e_above_lowest_kcal_mol": 34.6,
  "symbols": ["C", "C", "C", "O", "S", "Br", "H", "H", "H", "H", "H"],
  "positions_angstrom": [[1.13495, 0.18694, 0.01002], [0.46270, 0.87249, -0.98321], [-0.19645, -0.66306, 1.16386], [2.22718, 0.03403, 0.43522], [-1.19175, -1.89330, 0.45837], [-2.60725, -0.64072, -0.85718], [1.07367, 1.65578, -1.30373], [-0.06922, 0.24888, -1.84663], [-0.39259, 1.30210, -0.52805], [-0.81678, 0.11612, 1.53028], [0.37556, -1.21927, 1.92106]],
  "forces_ev_per_angstrom": [[-1.42, -4.68, 5.62], [-2.46, 0.00, -3.84], [2.70, 0.92, -1.95], [0.40, 0.70, -0.99], [-1.38, -0.19, -1.34], [0.67, -0.77, 0.74], [0.99, 1.23, -1.33], [1.72, 1.01, 1.82], [-0.88, 0.58, 0.54], [-0.32, 0.74, 0.80], [-0.01, 0.47, -0.06]],
  "lowdin_charge": [-0.386, -0.084, -0.565, 0.117, 0.399, 0.195, 0.078, 0.130, 0.050, 0.016, 0.050]
}

=====

4.
{
  "formula": "C3H5CdMgO3",
  "method": "ωB97M-V/def2-TZVPD",
  "orbital_gap_ev": [7.032, 6.778],
  "fmax_ev_per_a": 4.7,
  "homo_ev": [-6.8, -7.7],
  "e_above_lowest_kcal_mol": 0.0,
  "multiplicity": 2,
  "symbols": ["O", "C", "C", "O", "C", "Cd", "H", "H", "H", "H", "Mg", "O", "H"],
  "positions_angstrom": [[-0.40781, 2.27129, -0.29786], [-1.51984, 1.58009, -0.12096], [-1.54487, 0.23337, -0.09663], [-0.33429, -0.40648, -0.38045], [-0.04719, -1.59908, 0.34040], [1.11056, 1.09874, -0.58984], [-2.45381, 2.12564, 0.07012], [-2.38306, -0.40131, 0.18426], [-0.21818, -2.45433, -0.32748], [-0.64485, -1.65941, 1.26125], [4.58727, 0.29607, -0.51233], [2.79246, 0.54062, -0.14481], [1.06363, -1.62521, 0.61430]],
  "forces_ev_per_angstrom": [[-2.16, 1.45, -0.23], [-0.29, -0.46, 0.47], [-0.67, 0.30, 0.29], [-1.22, -1.66, 0.28], [1.34, -0.61, 0.28], [0.24, 1.82, -0.85], [0.35, -0.09, -0.11], [0.18, 0.22, -0.34], [-0.21, 0.10, 0.35], [0.15, -0.01, -0.36], [-0.71, 0.11, 0.17], [4.45, -1.49, 0.42], [-1.46, 0.32, -0.36]],
  "lowdin_spin": [0.005, 0.001, 0.001, 0.005, 0.003, 0.029, 0.000, 0.000, 0.000, 0.000, 0.772, 0.183, 0.002]
}